Entry 1:
H22O11 | wB97M-V/def2-TZVPD

Calculated values
ΔE to the lowest compared entry with this formula, charge and spin ... 434.8 kJ/mol
SMILES ... O.O.O.O.O.O.O.O.O.O.O
HOMO energy ... -9.6 eV

```
33
Properties=species:S:1:pos:R:3:forces:R:3
O -0.99296 -0.11614 -0.35652 -0.988 1.507 -2.692
H -0.15036 -0.23831 -0.80827 0.137 0.512 0.404
H -1.44748 -0.95758 -0.47637 -0.110 0.398 0.415
O 2.10940 1.79662 -1.36626 0.069 0.034 0.266
H 1.43487 2.47303 -1.49459 0.037 -0.112 0.238
H 2.90728 2.29700 -1.16131 -0.051 -0.157 -0.086
O -3.41672 -1.31085 -3.75993 -0.114 0.089 -0.080
H -3.38006 -0.36110 -3.92002 0.058 -0.064 0.073
H -4.29326 -1.56697 -4.06825 0.094 -0.037 0.046
O 1.81876 1.80228 -4.12623 -0.099 -0.145 -0.463
H 1.43292 1.02728 -3.70257 0.187 0.131 0.196
H 2.26079 1.44765 -4.90587 -0.063 0.107 0.019
O 2.20702 -0.90482 3.02576 -0.060 0.123 0.164
H 1.34591 -0.48243 2.93051 0.431 0.074 0.127
H 2.47601 -0.68863 3.92570 0.002 -0.031 -0.051
O -0.60818 2.86850 -0.69764 0.085 0.337 -0.478
H -0.50819 3.19195 -1.60007 -0.239 -0.033 -0.069
H -0.99017 3.61473 -0.22203 0.109 -0.125 0.206
O -0.52625 2.54507 1.99786 -0.003 -0.240 0.462
H -0.18876 1.81227 1.47051 -0.040 0.076 -0.554
H -1.36306 2.21741 2.34625 -0.211 0.409 -0.322
O -1.13607 1.04396 4.40042 0.026 -0.295 0.127
H -0.40733 1.46453 4.87056 -0.100 0.058 -0.072
H -0.89271 1.12356 3.47121 0.230 -0.024 0.313
O 0.45881 -2.32566 -0.97297 0.092 0.079 -1.145
H 0.79199 -2.83383 -1.72114 0.167 0.202 -0.242
H -0.22880 -1.76885 -1.35526 0.143 -0.422 -0.231
O 0.72160 -4.07717 0.72684 -0.141 -1.030 0.428
H 0.12451 -4.74762 1.07750 0.198 -0.078 0.078
H 0.49523 -4.02775 -0.20873 -0.080 0.250 0.452
O -0.42831 -1.32510 1.34610 0.228 -0.904 2.341
H -0.02622 -0.97925 2.15090 -0.259 -0.489 -0.089
H -1.04996 -1.99059 1.66182 0.267 -0.201 0.222
```
Positions in Å, forces in eV/Å.

Quick look at the natural (NBO) charges, all values in e: number 1, O, carries -0.9035; number 2, H, carries 0.4650; number 3, H, carries 0.4511; number 4, O, carries -0.9460; number 5, H, carries 0.4730; number 6, H, carries 0.4702; number 7, O, carries -0.9403; number 8, H, carries 0.4714; number 9, H, carries 0.4692; number 10, O, carries -0.9402; number 11, H, carries 0.4743; number 12, H, carries 0.4656; number 13, O, carries -0.9080; number 14, H, carries 0.4425; number 15, H, carries 0.4661; number 16, O, carries -0.9393; number 17, H, carries 0.4602; number 18, H, carries 0.4828; number 19, O, carries -0.9424; number 20, H, carries 0.4927; number 21, H, carries 0.4623; number 22, O, carries -0.9424; number 23, H, carries 0.4726; number 24, H, carries 0.4584; number 25, O, carries -0.9212; number 26, H, carries 0.4634; number 27, H, carries 0.4563; number 28, O, carries -0.9296; number 29, H, carries 0.4519; number 30, H, carries 0.4689; number 31, O, carries -0.9140; number 32, H, carries 0.4423; number 33, H, carries 0.4665

---

Entry 2:
H22O11 | wB97M-V/def2-TZVPD

Calculated values
ΔE to the lowest compared entry with this formula, charge and spin ... 237.8 kJ/mol
SMILES ... O.O.O.O.O.O.O.O.O.O.O
HOMO energy ... -10.0 eV

```
33
Properties=species:S:1:pos:R:3:forces:R:3
O -7.29000 -23.18700 -22.01100 -0.612 0.270 0.498
H -7.73300 -24.00400 -22.25900 -0.265 -0.037 -0.050
H -7.98000 -22.57900 -21.69600 0.393 -0.186 -0.369
O -2.42300 -22.58500 -24.42800 0.639 0.796 -1.197
H -3.22600 -22.82300 -24.86900 -0.884 0.257 -0.611
H -2.33900 -23.28500 -23.82000 0.478 -1.132 1.476
O -7.10700 -25.83600 -22.94000 -1.757 0.934 -0.489
H -6.28000 -26.21700 -23.12300 2.272 -0.725 -0.321
H -7.39100 -26.27900 -22.15900 -0.518 -0.599 1.006
O -5.37800 -23.54700 -23.88100 1.046 -0.579 -0.394
H -5.03400 -24.44600 -24.01600 -0.453 0.425 0.224
H -6.16100 -23.55400 -23.31500 0.004 0.013 0.286
O -5.23100 -24.74200 -20.76100 2.095 -0.513 1.083
H -5.23300 -24.88500 -21.68900 -0.056 -0.030 -1.143
H -6.10800 -24.59400 -20.49400 -1.693 0.567 0.299
O -4.07200 -21.61800 -22.47300 0.559 1.508 0.117
H -4.33600 -22.44900 -22.82800 -0.473 -0.952 -0.485
H -4.21400 -21.67000 -21.54100 -0.210 -0.106 0.910
O -7.17300 -22.58000 -25.57000 -2.200 0.739 -1.898
H -6.43400 -22.71400 -25.01700 0.934 -0.660 1.110
H -7.91700 -23.19300 -25.43200 0.907 0.169 0.280
O -5.63200 -26.26000 -25.54600 -0.580 0.004 0.662
H -6.34100 -26.88500 -25.35000 -0.076 0.064 -0.248
H -5.00500 -26.74900 -26.05900 0.437 -0.411 -1.035
O -5.33800 -24.14800 -27.52700 1.263 -0.681 1.702
H -5.91500 -24.19800 -26.72000 0.499 0.377 -1.108
H -4.42700 -24.35000 -27.15200 -1.692 0.513 -0.829
O -8.59800 -25.07300 -25.23300 0.902 2.152 -0.257
H -7.99100 -25.44000 -24.61400 0.868 -0.188 1.088
H -9.16900 -25.76600 -25.40700 -2.065 -1.961 -0.782
O -4.30600 -26.24000 -23.30600 -0.353 0.765 1.133
H -4.46500 -26.52300 -24.18200 -0.839 -0.050 -1.898
H -3.60000 -26.80900 -23.08200 1.429 -0.744 1.241
```
Positions in Å, forces in eV/Å.

Quick look at the natural (NBO) charges, all values in e: number 1, O, carries -0.9620; number 2, H, carries 0.4848; number 3, H, carries 0.4973; number 4, O, carries -0.9098; number 5, H, carries 0.4598; number 6, H, carries 0.4528; number 7, O, carries -0.9799; number 8, H, carries 0.4970; number 9, H, carries 0.4882; number 10, O, carries -1.0007; number 11, H, carries 0.4893; number 12, H, carries 0.5101; number 13, O, carries -0.9383; number 14, H, carries 0.4686; number 15, H, carries 0.4670; number 16, O, carries -0.9508; number 17, H, carries 0.4770; number 18, H, carries 0.4570; number 19, O, carries -0.9910; number 20, H, carries 0.4854; number 21, H, carries 0.4875; number 22, O, carries -0.9454; number 23, H, carries 0.4847; number 24, H, carries 0.4849; number 25, O, carries -0.9419; number 26, H, carries 0.4910; number 27, H, carries 0.4466; number 28, O, carries -0.9490; number 29, H, carries 0.4779; number 30, H, carries 0.4666; number 31, O, carries -0.9726; number 32, H, carries 0.4801; number 33, H, carries 0.4875

---

Entry 3:
H22O11 | wB97M-V/def2-TZVPD

Calculated values
ΔE to the lowest compared entry with this formula, charge and spin ... 249.7 kJ/mol
SMILES ... O.O.O.O.O.O.O.O.O.O.O
HOMO energy ... -11.3 eV

```
33
Properties=species:S:1:pos:R:3:forces:R:3
O -10.13985 -8.90175 14.79967 0.170 -0.072 0.173
H -10.74716 -8.17853 14.95566 -0.155 0.166 0.073
H -10.27530 -9.13504 13.88127 -0.023 -0.096 -0.273
O -15.58998 -13.88232 12.85110 -0.083 0.180 0.130
H -14.74373 -14.02455 12.42700 0.293 -0.038 -0.100
H -16.14233 -14.59489 12.52958 -0.167 -0.163 -0.050
O -11.40064 -9.71069 10.09758 0.092 -0.094 0.277
H -12.25136 -9.97860 9.75010 -0.251 -0.054 -0.077
H -10.97825 -9.25231 9.37114 0.135 0.139 -0.187
O -8.50251 -7.39246 5.14300 -0.120 -0.117 0.232
H -8.60872 -6.47928 4.87643 0.005 0.263 -0.018
H -8.24400 -7.84786 4.34173 0.101 -0.166 -0.194
O -11.89140 -14.35340 10.60200 -0.309 -0.091 -0.018
H -11.05288 -14.79639 10.47212 0.196 -0.150 -0.025
H -11.65646 -13.44352 10.78408 0.073 0.290 0.054
O -16.03401 -7.24041 11.00114 -0.108 0.078 0.182
H -15.11069 -6.98982 10.97072 0.226 0.080 0.030
H -16.16093 -7.78388 10.22348 -0.133 -0.164 -0.243
O -16.88296 -9.12375 6.83043 -0.175 0.186 0.104
H -15.98909 -8.85491 6.61845 0.267 0.124 -0.100
H -16.85134 -10.08042 6.83415 -0.018 -0.334 0.024
O -15.86368 -13.24911 7.12896 -0.087 0.269 -0.031
H -15.91558 -13.90312 6.43196 -0.042 -0.139 -0.205
H -15.38928 -13.68800 7.83504 0.130 -0.075 0.236
O -6.73578 -9.57157 8.69227 0.138 -0.201 -0.021
H -7.03387 -9.11033 9.47625 -0.046 0.115 0.250
H -7.23088 -9.17303 7.97653 -0.105 0.124 -0.248
O -8.15407 -5.22982 11.30983 -0.106 -0.193 -0.123
H -8.28893 -4.83377 12.17076 -0.060 0.051 0.247
H -7.52659 -4.65203 10.87550 0.169 0.123 -0.138
O -12.84748 -7.46114 6.06255 -0.198 -0.155 0.155
H -12.24421 -7.81249 5.40768 0.180 -0.136 -0.163
H -12.64539 -6.52619 6.09790 0.010 0.250 0.048
```
Positions in Å, forces in eV/Å.

Quick look at the natural (NBO) charges, all values in e: number 1, O, carries -0.9374; number 2, H, carries 0.4663; number 3, H, carries 0.4709; number 4, O, carries -0.9366; number 5, H, carries 0.4707; number 6, H, carries 0.4657; number 7, O, carries -0.9423; number 8, H, carries 0.4701; number 9, H, carries 0.4723; number 10, O, carries -0.9406; number 11, H, carries 0.4697; number 12, H, carries 0.4712; number 13, O, carries -0.9453; number 14, H, carries 0.4720; number 15, H, carries 0.4734; number 16, O, carries -0.9363; number 17, H, carries 0.4642; number 18, H, carries 0.4720; number 19, O, carries -0.9444; number 20, H, carries 0.4700; number 21, H, carries 0.4740; number 22, O, carries -0.9416; number 23, H, carries 0.4695; number 24, H, carries 0.4723; number 25, O, carries -0.9392; number 26, H, carries 0.4697; number 27, H, carries 0.4692; number 28, O, carries -0.9370; number 29, H, carries 0.4697; number 30, H, carries 0.4675; number 31, O, carries -0.9420; number 32, H, carries 0.4718; number 33, H, carries 0.4704

---

Question: The lowest HOMO energy belongs to which entry?
Answer: number 3